Formula: C42H96N3O36P9
Source: OMol25
Level of theory: the ωB97M-V functional and the def2-TZVPD basis

Positions of all 186 atoms, in Å:
C (0.4872, -2.6452, 3.5735)
O (-0.3516, -1.8618, 4.4442)
P (-0.1551, -1.9259, 6.0378)
O (1.2025, -1.7421, 6.5201)
O (-1.2476, -0.8804, 6.5026)
C (-1.0638, 0.4288, 6.0639)
O (-0.7538, -3.2876, 6.4690)
C (-2.0009, -3.8535, 5.9290)
H (0.3377, -2.3013, 2.5328)
H (0.2748, -3.7238, 3.6510)
H (1.5030, -2.4468, 3.7553)
H (-1.5762, 1.1555, 6.7080)
H (-1.4937, 0.5376, 5.0566)
H (-0.0060, 0.7751, 5.9646)
H (-2.0785, -3.4560, 4.8708)
H (-2.7198, -3.3697, 6.5661)
H (-1.8712, -4.9545, 5.9339)
C (1.3529, 4.6723, 6.0246)
O (2.3913, 4.4434, 5.1267)
P (2.2917, 3.2498, 4.1007)
O (0.9871, 3.0636, 3.4786)
O (2.7382, 2.0441, 4.9202)
C (2.7906, 0.7072, 4.4169)
O (3.4622, 3.5901, 3.1328)
C (4.7511, 3.7044, 3.6888)
H (0.4767, 5.1301, 5.6194)
H (1.7233, 5.2155, 6.8951)
H (1.0071, 3.7025, 6.4589)
H (3.4367, 0.6418, 3.5747)
H (1.7965, 0.3496, 4.1457)
H (3.2211, 0.0414, 5.1844)
H (4.8425, 2.8042, 4.2995)
H (4.8793, 4.5674, 4.3640)
H (5.4005, 3.6287, 2.7945)
C (6.9778, 1.5710, -0.2656)
O (5.8847, 2.4992, -0.1272)
P (5.7785, 3.6754, -1.1532)
O (7.0347, 4.4366, -1.3291)
O (4.4974, 4.5579, -0.6800)
C (4.5942, 5.7275, 0.1893)
O (5.2380, 3.0281, -2.4577)
C (5.5191, 3.4364, -3.7599)
H (6.8622, 0.8039, 0.4996)
H (7.9071, 2.0810, -0.0794)
H (7.1066, 1.0720, -1.2474)
H (3.6608, 6.3135, 0.1632)
H (5.4990, 6.2352, -0.1228)
H (4.7577, 5.2054, 1.1459)
H (4.8525, 2.8051, -4.4016)
H (6.5969, 3.1820, -3.9039)
H (5.2840, 4.5059, -3.9166)
C (-4.6600, -4.3088, 2.8049)
O (-3.5314, -4.7282, 2.0229)
P (-3.3593, -4.3897, 0.5058)
O (-1.9778, -4.4438, 0.1362)
O (-4.3212, -5.3430, -0.2091)
C (-3.8906, -6.6688, -0.6922)
O (-4.0706, -3.0238, 0.2946)
C (-3.3204, -1.8601, 0.5932)
H (-5.3716, -5.1050, 2.6890)
H (-5.0315, -3.3741, 2.4780)
H (-4.2808, -4.2015, 3.8420)
H (-4.5649, -7.0104, -1.5073)
H (-3.9582, -7.3572, 0.1666)
H (-2.8521, -6.6655, -1.0093)
H (-3.8486, -1.0208, 0.1280)
H (-2.2907, -1.9249, 0.3048)
H (-3.4228, -1.6291, 1.6267)
C (7.6572, -5.1139, -0.0606)
O (6.2735, -4.6439, 0.1061)
P (5.8328, -3.5991, 1.1547)
O (6.9234, -2.7435, 1.5616)
O (4.7687, -2.6674, 0.4364)
C (5.3068, -1.5677, -0.3344)
O (5.0883, -4.3702, 2.2871)
C (4.3273, -3.4952, 3.1924)
H (8.3061, -4.4310, 0.5149)
H (7.8635, -5.0528, -1.1331)
H (7.7942, -6.1094, 0.3500)
H (5.9781, -1.9413, -1.1175)
H (5.7929, -1.0021, 0.4526)
H (4.4735, -1.0689, -0.7687)
H (4.0664, -2.5940, 2.6785)
H (5.0056, -3.2294, 3.9859)
H (3.4717, -4.1259, 3.4421)
C (-1.7232, 4.6558, 0.9909)
O (-1.5357, 4.0801, -0.3008)
P (-2.5727, 3.0664, -0.9154)
O (-3.4478, 2.3755, 0.0291)
O (-3.3630, 3.7168, -2.0877)
C (-4.6405, 4.3480, -1.9945)
O (-1.5673, 2.1234, -1.6789)
C (-2.0410, 1.0610, -2.5003)
H (-2.0764, 3.9621, 1.7797)
H (-2.4635, 5.4822, 0.8109)
H (-0.8104, 5.1196, 1.3142)
H (-5.1580, 4.1545, -2.9399)
H (-4.4412, 5.3963, -1.8729)
H (-5.2085, 3.8469, -1.2002)
H (-3.1291, 1.0830, -2.6246)
H (-1.6970, 0.1076, -2.0860)
H (-1.5664, 1.1543, -3.5024)
C (-3.2894, -0.4691, -5.2757)
O (-2.7343, -1.5442, -4.5329)
P (-3.5995, -2.1779, -3.3175)
O (-4.4943, -1.2984, -2.5901)
O (-4.2809, -3.5211, -3.7786)
C (-5.3316, -4.1548, -3.0551)
O (-2.4014, -2.6509, -2.3910)
C (-1.4820, -3.6450, -2.7716)
H (-4.2658, -0.3127, -4.7804)
H (-3.3521, -0.8896, -6.2704)
H (-2.8007, 0.4706, -5.2278)
H (-5.4817, -3.5336, -2.1761)
H (-4.9559, -5.1319, -2.8091)
H (-6.2079, -4.1549, -3.7068)
H (-1.9633, -4.5246, -3.1413)
H (-0.7418, -3.8984, -1.9851)
H (-0.8739, -3.3196, -3.5823)
C (-8.6267, 4.0843, 0.1079)
O (-8.0522, 3.2317, 1.0469)
P (-7.9856, 1.6400, 0.8860)
O (-9.2617, 0.9402, 0.9338)
O (-7.3910, 1.4924, -0.5306)
C (-7.3229, 0.2687, -1.2143)
O (-6.9166, 1.2436, 1.9499)
C (-5.7036, 1.9090, 2.1793)
H (-9.5662, 3.6140, -0.1787)
H (-7.9934, 4.0582, -0.7578)
H (-8.8272, 5.0598, 0.4911)
H (-6.7044, 0.5488, -2.0653)
H (-8.3293, -0.1411, -1.4872)
H (-6.8315, -0.4451, -0.5531)
H (-5.8892, 3.0089, 2.1819)
H (-4.9566, 1.6735, 1.4461)
H (-5.4108, 1.5585, 3.1781)
C (2.2585, 2.2840, -0.0137)
O (1.4382, 1.1476, -0.2540)
P (0.4726, 0.4687, 0.8011)
O (1.2261, 0.0277, 1.9722)
O (-0.6733, 1.5077, 1.1251)
C (-1.4548, 1.0379, 2.2366)
O (-0.3032, -0.6147, -0.0566)
C (0.5542, -1.6479, -0.6563)
H (2.8935, 2.4612, -0.8621)
H (2.8646, 2.0098, 0.8302)
H (1.5643, 3.0949, 0.2162)
H (-2.4569, 0.9155, 1.8340)
H (-1.3021, 1.7707, 3.0593)
H (-1.1044, 0.0357, 2.5754)
H (0.0151, -2.5652, -0.4544)
H (1.5954, -1.5975, -0.2000)
H (0.6484, -1.3836, -1.7222)
N (3.1494, -0.8778, -3.6764)
C (3.3216, 0.3160, -3.0866)
C (2.5065, 1.4459, -3.3581)
C (1.5139, 1.3184, -4.2798)
C (1.3489, 0.0592, -4.9635)
C (2.2068, -1.0256, -4.6528)
H (4.2109, 0.3627, -2.4139)
H (2.6919, 2.3909, -2.8323)
H (0.8951, 2.1543, -4.6054)
H (0.7001, -0.0191, -5.8042)
H (2.2564, -2.0525, -5.0851)
N (1.7273, -4.7621, -3.8598)
C (1.2491, -6.0135, -3.7837)
C (1.1207, -6.6416, -2.5112)
C (1.6019, -5.9806, -1.4006)
C (2.1569, -4.7137, -1.5300)
C (2.1386, -4.1101, -2.7694)
H (0.8350, -6.4009, -4.7359)
H (0.5546, -7.5390, -2.4017)
H (1.3972, -6.2989, -0.3870)
H (2.5310, -4.1378, -0.7189)
H (2.5119, -3.0968, -2.9533)
N (2.6981, 5.1246, -3.8692)
C (1.8967, 4.9049, -2.8300)
C (0.5184, 4.7068, -2.8922)
C (-0.0552, 4.6714, -4.1636)
C (0.7461, 4.8328, -5.2346)
C (2.1323, 5.1839, -5.0648)
H (2.3803, 4.9616, -1.9031)
H (0.0009, 4.6004, -1.9808)
H (-1.1104, 4.3686, -4.2905)
H (0.2849, 4.8408, -6.2497)
H (2.8484, 5.4211, -5.8675)

Its relative energy (zero: lowest compared OMol25 entry of this formula, charge and spin) is 0.000 eV. The value obtained for the largest force on an atom is 3.5 eV/Å.

Atom charges from the Löwdin analysis, given in e for atoms 1 to 99: atom 1 (C): -0.074, atom 2 (O): -0.241, atom 3 (P): 0.310, atom 4 (O): -0.209, atom 5 (O): -0.187, atom 6 (C): -0.122, atom 7 (O): -0.219, atom 8 (C): -0.037, atom 9 (H): 0.081, atom 10 (H): 0.101, atom 11 (H): 0.050, atom 12 (H): 0.096, atom 13 (H): 0.074, atom 14 (H): 0.095, atom 15 (H): 0.088, atom 16 (H): 0.083, atom 17 (H): 0.104, atom 18 (C): -0.118, atom 19 (O): -0.193, atom 20 (P): 0.271, atom 21 (O): -0.200, atom 22 (O): -0.199, atom 23 (C): -0.068, atom 24 (O): -0.209, atom 25 (C): -0.089, atom 26 (H): 0.080, atom 27 (H): 0.093, atom 28 (H): 0.096, atom 29 (H): 0.074, atom 30 (H): 0.061, atom 31 (H): 0.102, atom 32 (H): 0.084, atom 33 (H): 0.102, atom 34 (H): 0.096, atom 35 (C): -0.076, atom 36 (O): -0.207, atom 37 (P): 0.345, atom 38 (O): -0.234, atom 39 (O): -0.268, atom 40 (C): -0.036, atom 41 (O): -0.248, atom 42 (C): -0.107, atom 43 (H): 0.076, atom 44 (H): 0.082, atom 45 (H): 0.105, atom 46 (H): 0.098, atom 47 (H): 0.079, atom 48 (H): 0.073, atom 49 (H): 0.094, atom 50 (H): 0.104, atom 51 (H): 0.087, atom 52 (C): -0.055, atom 53 (O): -0.202, atom 54 (P): 0.230, atom 55 (O): -0.189, atom 56 (O): -0.203, atom 57 (C): -0.039, atom 58 (O): -0.199, atom 59 (C): -0.078, atom 60 (H): 0.088, atom 61 (H): 0.069, atom 62 (H): 0.090, atom 63 (H): 0.092, atom 64 (H): 0.094, atom 65 (H): 0.078, atom 66 (H): 0.098, atom 67 (H): 0.062, atom 68 (H): 0.076, atom 69 (C): -0.040, atom 70 (O): -0.202, atom 71 (P): 0.251, atom 72 (O): -0.228, atom 73 (O): -0.242, atom 74 (C): -0.059, atom 75 (O): -0.191, atom 76 (C): -0.040, atom 77 (H): 0.083, atom 78 (H): 0.091, atom 79 (H): 0.084, atom 80 (H): 0.107, atom 81 (H): 0.063, atom 82 (H): 0.057, atom 83 (H): 0.065, atom 84 (H): 0.093, atom 85 (H): 0.097, atom 86 (C): -0.072, atom 87 (O): -0.228, atom 88 (P): 0.328, atom 89 (O): -0.214, atom 90 (O): -0.213, atom 91 (C): -0.057, atom 92 (O): -0.207, atom 93 (C): -0.077, atom 94 (H): 0.092, atom 95 (H): 0.103, atom 96 (H): 0.081, atom 97 (H): 0.095, atom 98 (H): 0.086, atom 99 (H): 0.083